15
Properties=species:S:1:pos:R:3:forces:R:3 method="wB97M-V/def2-TZVPD" de_lowest_kcal_mol=73.7 spin_multiplicity=1 homo_energy_ev=-8.032 total_charge=0
C -1.18488 -1.01728 -0.37550 0.4 0.1 1.4
C 0.19747 -0.55754 0.11680 2.9 -2.7 -0.3
N 2.08649 0.79320 0.03477 -0.6 0.6 -3.5
N -1.21768 2.04368 -0.02871 -2.0 0.1 0.2
N 2.37491 -0.58276 0.38409 1.3 1.3 -0.3
N 0.62584 0.77107 0.02457 0.0 -0.6 0.9
N -0.04573 1.90005 -0.30054 2.6 0.3 -0.5
N 1.26477 -1.38620 0.33725 -4.4 2.2 -0.6
O -2.16070 -0.84226 0.69545 -0.9 1.1 -1.7
H -1.15599 -2.11309 -0.58660 0.2 1.1 -0.3
H -1.48471 -0.33706 -1.21003 0.4 -1.0 0.2
H 2.32433 0.96864 -1.08325 -0.4 -0.9 3.3
H -1.63346 1.27593 0.51715 0.3 -0.2 0.1
H 2.90074 -0.55963 1.25971 -0.7 -0.4 -0.1
H -2.89143 -0.35675 0.21484 0.8 -1.0 1.3

8
Properties=species:S:1:pos:R:3:forces:R:3 method="wB97M-V/def2-TZVPD" de_lowest_kcal_mol=33.5 spin_multiplicity=1 homo_energy_ev=-11.148 total_charge=0
O 0.41671 -1.62989 -0.15708 0.4 0.3 1.5
O -1.54719 -0.12971 -0.25686 -2.9 4.5 4.7
O 0.83832 1.13502 -0.19235 1.5 1.1 0.2
Si -0.01685 -0.13868 0.36572 0.2 -0.9 -1.5
H 0.66870 -1.86946 -1.02351 0.3 -0.2 -1.3
H -2.15528 0.68466 0.59134 2.6 -3.6 -4.1
H 1.64027 1.53388 0.25571 -1.7 -1.1 -0.8
H 0.23925 -0.10049 1.76261 -0.4 -0.2 1.2

90
Properties=species:S:1:pos:R:3:forces:R:3 method="wB97M-V/def2-TZVPD" de_lowest_kcal_mol=52.5 spin_multiplicity=1 homo_energy_ev=-9.347 total_charge=0
C 7.95600 -2.78900 5.90500 -1.2 -0.1 1.6
C 8.32900 -2.19700 4.57100 2.5 -1.1 0.5
O 7.21600 -1.98100 3.78300 -1.1 0.0 0.1
H 8.78400 -3.14900 6.55100 -0.3 0.6 -0.6
H 7.29400 -3.65400 5.83100 0.1 -0.2 -0.5
H 7.32000 -2.10400 6.54700 1.0 -0.3 -0.8
H 9.04300 -2.88900 3.96900 -0.8 0.9 1.2
H 8.87900 -1.25200 4.75200 -0.1 -0.3 -0.1
H 7.61700 -1.54700 3.05100 -0.3 0.6 -1.4
C 6.82200 -8.34400 6.38300 -2.2 -2.9 0.0
C 5.62800 -7.40500 6.18500 1.6 -1.0 0.1
O 6.19100 -6.15000 6.48000 -1.9 2.3 0.9
H 7.15500 -8.58700 7.35900 0.1 1.2 1.7
H 7.67000 -8.15500 5.80600 1.1 0.5 -1.4
H 6.54500 -9.41700 6.23900 -0.2 0.7 -1.1
H 4.81800 -7.68700 6.86700 0.0 0.2 -0.4
H 5.36600 -7.35800 5.12500 -0.5 -0.5 0.2
H 5.47400 -5.53400 6.81200 1.5 -1.0 -0.6
C 12.00900 -7.51400 6.33900 -3.5 -0.5 -6.1
O 10.89200 -7.41500 5.59100 3.9 0.6 2.8
N 11.97900 -7.77800 7.55800 2.9 0.4 7.9
N 13.21100 -7.61400 5.80900 3.4 1.8 -3.6
H 11.13900 -8.10100 7.97500 -0.9 -0.2 0.6
H 12.86000 -7.66500 8.23300 -2.6 -0.6 -2.3
H 13.33500 -7.19300 4.85900 -0.4 -0.8 1.3
H 14.11700 -7.63500 6.32200 -1.6 -0.1 -0.2
C 9.60600 -8.68100 9.65300 3.2 -8.1 4.1
O 10.11300 -9.76600 10.37900 -2.4 5.1 -3.9
N 9.50800 -8.58100 8.37300 0.7 -3.8 -6.1
N 9.17500 -7.63600 10.20500 -1.4 5.2 5.6
H 9.62900 -9.43200 7.74800 -0.1 1.4 1.5
H 9.10100 -7.80800 7.86900 -0.4 0.2 0.5
H 9.29000 -7.63500 11.23500 -0.2 0.0 -1.1
H 9.18700 -6.69100 9.77200 -0.2 -1.5 0.3
C 8.94000 -5.30300 8.17500 -5.0 2.6 2.7
O 7.83100 -4.72400 8.69300 4.3 -1.4 -1.0
N 8.78200 -6.04300 7.15100 -1.7 -3.1 -4.5
N 10.11600 -5.31300 8.77700 -0.2 1.2 0.7
H 7.70100 -6.25400 6.91500 2.6 1.2 0.2
H 9.58600 -6.48300 6.60100 -1.2 0.7 0.7
H 10.11800 -4.90600 9.67000 0.5 1.2 1.1
H 10.93800 -5.76300 8.50600 0.7 -1.1 -1.0
C 10.34800 -9.44400 3.14800 1.0 1.2 -0.5
O 9.52700 -9.18000 4.23700 -1.2 -0.6 0.5
H 11.21700 -8.74900 3.22000 -0.1 -0.8 -0.3
H 9.90600 -9.26500 2.17100 -0.6 0.6 0.0
H 10.62100 -10.48000 3.03200 0.5 -0.6 0.7
H 9.92500 -8.50000 4.81000 0.2 -0.2 -0.5
C 12.45000 -6.43300 11.56100 -0.7 -0.8 -1.0
O 13.29800 -7.53700 11.78500 1.5 1.8 -0.8
H 11.99900 -6.61900 10.54900 -0.2 0.6 0.8
H 13.03100 -5.52900 11.51700 0.4 0.3 0.0
H 11.66900 -6.27600 12.32400 0.2 -0.3 -0.3
H 12.88000 -8.18100 12.29100 -1.3 -1.7 1.2
C 13.35400 -4.30100 8.93500 0.4 2.2 -1.7
O 14.50400 -4.94100 8.35900 -0.4 -1.3 0.7
H 13.34000 -3.36300 8.25100 -1.0 -1.0 1.7
H 13.63200 -4.00500 9.96700 -0.4 -0.3 -0.7
H 12.35100 -4.83900 8.89200 1.8 0.6 0.1
H 14.44400 -4.83200 7.41200 0.0 0.1 -0.3
C 8.90100 -5.39100 3.51000 0.1 -1.6 0.7
O 9.04400 -6.49800 2.64200 -1.4 -0.3 0.2
H 8.51300 -5.68800 4.50500 0.8 0.2 -0.2
H 8.21300 -4.72800 3.12600 -1.9 1.6 -1.0
H 9.81100 -4.87700 3.46600 1.6 0.6 0.8
H 8.11600 -6.80100 2.65400 0.9 -0.7 -0.6
C 11.64100 -3.85000 5.81200 -1.0 -2.9 -1.7
O 12.69400 -2.94100 5.78600 0.2 1.2 -1.3
H 11.82800 -4.51500 4.92600 -0.6 0.1 0.6
H 10.61300 -3.48200 5.67200 0.5 0.5 0.2
H 11.58200 -4.59400 6.63500 0.6 1.1 0.1
H 12.68800 -2.67300 4.81600 0.4 -0.1 2.1
C 8.97300 -4.73900 11.84600 0.3 -1.2 0.9
O 10.01500 -4.12800 11.12100 0.6 1.5 1.4
H 9.38000 -5.09900 12.77600 0.1 -0.2 0.7
H 8.54300 -5.61600 11.38700 0.2 0.1 -0.8
H 8.14300 -4.13300 12.08500 -0.8 1.2 0.0
H 10.42200 -3.46900 11.75400 -0.5 -1.0 -1.4
C 7.86100 -1.59800 10.35300 0.6 -3.0 0.9
O 7.45500 -1.83500 9.04900 -0.2 0.4 -1.5
H 7.91000 -0.58300 10.66700 -0.4 1.0 -0.3
H 8.88600 -2.03600 10.54300 -0.8 0.4 -0.1
H 7.14000 -2.19700 10.94700 0.5 0.7 0.7
H 7.44600 -2.80200 8.87500 0.4 0.4 0.3
C 5.12700 -4.65700 10.50900 2.3 -1.9 0.7
O 5.01200 -5.27900 9.25300 -1.1 -0.5 0.1
H 6.16200 -4.34200 10.64500 0.5 -0.3 0.1
H 4.92000 -5.39800 11.31700 -0.2 0.6 -0.7
H 4.64700 -3.75300 10.63600 -2.1 1.7 0.1
H 5.33800 -4.67300 8.59600 0.5 0.4 -0.1